(1)
DFT (ωB97M-V with the def2-TZVPD basis set) results for one molecule with the formula C3H6O6P2S in a non-equilibrium geometry.

Last column: Mulliken charge in e.
Cartesian coordinates (Å):
O  -2.89  2.14  1.07  -0.49
C  -1.98  1.55  0.59  0.58
O  -1.91  1.02  -0.64  -0.34
C  -0.95  -0.09  -0.65  0.03
P  0.15  0.28  -2.09  0.19
S  0.95  -1.39  -2.74  -0.43
C  -0.43  0.03  0.80  -0.17
P  1.34  -0.30  1.25  1.04
O  1.79  0.77  2.10  -0.62
O  1.43  -1.72  1.98  -0.52
O  2.25  -0.39  -0.05  -0.50
O  -0.76  1.31  1.20  -0.31
H  -1.53  -0.95  -0.89  0.38
H  -0.72  0.77  -3.07  0.12
H  1.06  1.29  -1.74  0.10
H  -0.98  -0.76  1.32  0.26
H  0.67  -2.27  1.79  0.34
H  2.53  -1.30  -0.22  0.34

Properties
Structure (SMILES) ... O=C1O[C@@H]([PH2]=S)[C@@H](P(=O)(O)O)O1
HOMO ... -9.40 eV
Energy ... -44907.5660 eV
Spin multiplicity ... 1

(2)
DFT (ωB97M-V with the def2-TZVPD basis set) results for one molecule with the formula C3H6OS in a non-equilibrium geometry.

Last column: Mulliken charge in e.
Cartesian coordinates (Å):
C  -0.99  0.82  -0.22  -1.17
C  0.39  0.34  -0.62  -0.23
S  1.92  1.12  0.09  -0.10
C  1.11  -0.37  0.44  0.07
O  1.92  -1.77  -0.10  -0.56
H  -0.85  1.50  0.57  0.36
H  -1.67  0.10  0.13  0.33
H  -1.44  1.30  -1.19  0.26
H  0.70  -0.03  -1.57  0.43
H  0.63  -0.63  1.43  0.32
H  2.03  -1.63  -1.11  0.29

Properties
Structure (SMILES) ... C[C@H]1S[C@@H]1O
HOMO ... -9.33 eV
Energy ... -16088.7683 eV
Spin multiplicity ... 1

(3)
DFT (ωB97M-V with the def2-TZVPD basis set) results for a 2-piece molecular cluster, C3H6OS overall in a non-equilibrium geometry.

Last column: Mulliken charge in e.
Cartesian coordinates (Å):
C  -0.19  1.35  -0.35  -0.60
C  -0.43  0.10  -0.16  0.64
C  -1.36  -0.93  0.38  -0.84
O  1.32  -0.60  0.45  -0.45
S  2.65  0.10  0.24  -0.15
H  0.79  1.82  -0.22  0.21
H  -1.11  2.02  -0.63  0.21
H  -2.06  -1.21  -0.48  0.29
H  -0.75  -1.77  0.63  0.33
H  -1.98  -0.33  1.11  0.24
H  3.12  -0.56  -0.97  0.11

Properties
HOMO (alpha / beta) ... -7.82 / -7.82 eV
Energy ... -16086.8357 eV
Spin multiplicity ... 1